[1]
DFT (wB97M-V/def2-TZVPD) results for a structure of composition C34H28AsClCuO5.

```
70
C34H28AsClCuO5 | the Open Molecules 2025 dataset | wB97M-V/def2-TZVPD
Cu 1.5759 -0.0922 0.2874
C -3.4867 -3.2451 3.4592
O -2.5021 -2.9622 4.4398
C -1.3696 -2.3547 4.0252
C -0.4389 -2.0657 5.0483
C 0.7445 -1.4825 4.7102
C 1.0746 -1.1338 3.3746
C 2.3449 -0.5334 3.0627
C 3.4595 -0.4257 4.0708
O 2.6403 -0.0759 1.9388
C 0.1093 -1.4097 2.3609
O 0.2650 -1.1411 1.1055
C -1.1059 -2.0422 2.7141
H -4.3260 -3.6778 3.9955
H -3.1100 -3.9585 2.7218
H -3.8038 -2.3329 2.9475
H -0.6859 -2.3144 6.0696
H 1.4456 -1.2641 5.5014
H 3.2272 -0.7647 5.0729
H 3.7935 0.6107 4.0991
H 4.2885 -1.0218 3.6870
H -1.7918 -2.2628 1.9086
Cl 7.7286 1.7789 -3.0458
C 6.1645 1.6207 -2.2933
C 5.4990 2.7645 -1.8336
C 4.2705 2.6666 -1.2368
C 3.6280 1.4146 -1.0550
O 2.4639 1.3962 -0.4955
C 4.3173 0.2670 -1.5294
C 3.8017 -1.0819 -1.4526
O 2.7555 -1.4577 -0.9342
C 5.5784 0.3962 -2.1468
H 5.9678 3.7327 -1.9534
H 3.7564 3.5479 -0.8790
H 4.4454 -1.8415 -1.9290
H 6.0806 -0.4939 -2.5055
C -1.7272 1.9414 -5.6224
C -2.3052 2.5208 -4.5037
C -1.9752 2.0690 -3.2320
C -1.0611 1.0336 -3.0775
C -0.4736 0.4628 -4.2026
C -0.8097 0.9110 -5.4710
As -0.5884 0.2742 -1.3565
C -1.3161 1.5822 -0.1069
C -2.2066 1.2418 0.9047
C -2.5925 2.1916 1.8411
C -2.0888 3.4821 1.7786
C -1.1801 3.8200 0.7855
C -0.7864 2.8709 -0.1459
C -1.9249 -1.1391 -1.2472
C -3.2787 -0.8802 -1.4333
C -4.2075 -1.9072 -1.3514
C -3.7832 -3.2055 -1.0985
C -2.4324 -3.4724 -0.9330
C -1.5040 -2.4410 -1.0045
H -1.9879 2.2945 -6.6115
H -3.0185 3.3273 -4.6153
H -2.4334 2.5290 -2.3652
H 0.2513 -0.3372 -4.0967
H -0.3504 0.4585 -6.3401
H -2.5940 0.2331 0.9770
H -3.2851 1.9164 2.6263
H -2.3943 4.2206 2.5085
H -0.7674 4.8195 0.7405
H -0.0524 3.1349 -0.8993
H -3.6158 0.1295 -1.6408
H -5.2596 -1.6949 -1.4914
H -4.5053 -4.0100 -1.0395
H -2.0966 -4.4837 -0.7419
H -0.4548 -2.6534 -0.8452
```

Values from the calculation:
total charge	0
multiplicity	2
LUMO (alpha / beta)	0.3 / -0.4	eV
frontier orbital gap (alpha / beta)	8.1292 / 7.4387	eV

[2]
DFT (wB97M-V/def2-TZVPD) results for a structure of composition C40H37AsIrN5O2SSe.

```
88
C40H37AsIrN5O2SSe | the Open Molecules 2025 dataset | wB97M-V/def2-TZVPD
Ir 0.4310 0.3515 -0.8137
O -0.2802 -1.9073 0.2385
N -0.3605 -3.2177 0.2417
C -0.1921 -3.8668 1.4133
C -0.2939 -5.2389 1.4739
C -0.5736 -5.9604 0.3226
C -0.7511 -5.2707 -0.8656
C -0.6443 -3.8957 -0.8850
H 0.0109 -3.2209 2.2555
H -0.1562 -5.7285 2.4273
H -0.6539 -7.0376 0.3521
H -0.9821 -5.7860 -1.7867
H -0.7837 -3.2851 -1.7634
N 5.8144 -1.3702 3.6350
C 4.8103 -0.4700 3.6491
O 4.4731 0.1793 4.6151
C 4.0284 -0.3024 2.3673
C 3.6477 0.9841 2.0032
C 2.7893 1.1457 0.9399
N 2.2866 0.1010 0.2577
C 2.6863 -1.1356 0.5805
C 3.5662 -1.3750 1.6199
H 6.3587 -1.4869 4.4749
H 6.1446 -1.7926 2.7859
H 3.9915 1.8376 2.5709
H 2.4632 2.1288 0.6232
H 2.2529 -1.9404 0.0033
H 3.8354 -2.3931 1.8672
C -2.6091 3.3607 -1.8018
N -1.8024 3.3078 -3.0139
C -2.2820 3.4992 -4.2906
C -1.2368 3.3512 -5.1330
N -0.1330 3.0672 -4.3605
C 1.2223 2.8749 -4.8696
C -0.4879 3.0363 -3.0661
Se 0.6872 2.8074 -1.6170
H -3.5553 3.8365 -2.0431
H -2.0894 3.9334 -1.0383
H -2.7912 2.3543 -1.4326
H -3.3135 3.7338 -4.4832
H -1.1782 3.4347 -6.2034
H 1.1881 2.9503 -5.9524
H 1.5943 1.8960 -4.5784
H 1.8771 3.6455 -4.4689
S 0.3230 -0.7474 -2.8568
C 1.7545 -0.5510 -3.7955
C 2.9122 0.0888 -3.3222
C 4.0109 0.2144 -4.1482
C 3.9747 -0.2951 -5.4440
C 2.8309 -0.9276 -5.9228
C 1.7233 -1.0556 -5.1092
H 2.9323 0.4904 -2.3182
H 4.9026 0.7097 -3.7883
H 4.8434 -0.2018 -6.0819
H 2.8085 -1.3177 -6.9311
H 0.8263 -1.5422 -5.4705
C -2.6860 4.7281 2.6222
C -3.6185 3.7145 2.4536
C -3.2231 2.4728 1.9716
C -1.8877 2.2573 1.6508
C -0.9523 3.2739 1.8166
C -1.3512 4.5080 2.3071
As -1.2754 0.5227 1.0693
C -0.7424 -0.3092 2.7225
C 0.3842 -0.0567 3.4828
C 0.5538 -0.7349 4.6840
C -0.4108 -1.6415 5.1078
C -1.5445 -1.8849 4.3424
C -1.7191 -1.2205 3.1337
C -2.8599 -1.3934 2.2039
C -3.9106 -2.2890 2.3646
C -4.8996 -2.3773 1.3945
C -4.8505 -1.5860 0.2536
C -3.8040 -0.6890 0.0777
C -2.8307 -0.5954 1.0558
H -2.9979 5.6900 3.0064
H -4.6570 3.8858 2.7045
H -3.9549 1.6834 1.8528
H 0.0879 3.1124 1.5581
H -0.6233 5.2970 2.4432
H 1.1297 0.6608 3.1626
H 1.4314 -0.5461 5.2888
H -0.2847 -2.1555 6.0513
H -2.2878 -2.5881 4.6960
H -3.9661 -2.9184 3.2435
H -5.7168 -3.0733 1.5288
H -5.6262 -1.6686 -0.4957
H -3.7577 -0.0791 -0.8173
```

Values from the calculation:
total charge	+2
energy above the lowest of the compared OMol25 structures with the same formula, charge and spin	24.8	kJ/mol
multiplicity	5
LUMO (alpha / beta)	-4.9 / -7.6	eV
frontier orbital gap (alpha / beta)	7.2848 / 5.3092	eV

[3]
DFT (wB97M-V/def2-TZVPD) results for a cluster of 2 separate species, C8H11NO in total.

```
21
C8H11NO | the Open Molecules 2025 dataset | wB97M-V/def2-TZVPD
C -0.4662 -0.1221 1.0139
C -0.6022 1.2089 0.7543
C 0.5307 1.9414 0.7675
C 1.8554 1.3721 0.8658
C 1.9679 0.0554 1.3882
C 0.7621 -0.7516 1.4361
H -1.3739 -0.6208 0.9334
H -1.5882 1.4918 0.3764
H 0.6027 2.8346 0.2499
H 2.7416 2.0621 0.6255
H 3.0131 -0.3161 1.4288
H 0.8774 -1.7313 1.8136
C -0.6591 0.1343 -1.3659
C -0.5437 -1.2570 -0.9405
N -1.4626 -1.9984 -1.4140
O 0.3715 -1.8710 -0.3912
H -0.1747 0.9852 -0.6348
H -1.6434 0.5911 -1.4221
H -0.3338 0.4883 -2.3176
H -1.4566 -2.9870 -1.5339
H -2.4179 -1.5100 -1.6338
```

Values from the calculation:
total charge	0
energy above the lowest of the compared OMol25 structures with the same formula, charge and spin	567.7	kJ/mol
SMILES	c1ccccc1.CC(N)=O
LUMO	0.8	eV
frontier orbital gap	8.7707	eV

no.,strongest force on any atom (eV/A),E_tot (eV)
1,0.5,-163950.87827
2,1.1,-193470.54258
3,8.7,-12006.51700